# 1
19
Properties=species:S:1:pos:R:3 method="wB97M-V/def2-TZVPD" orbital_gap_ha=0.365 charge=+1 largest_force_ev_per_a=7.00 e_homo_ev=-13.99 spin_multiplicity=1
C 1.5704 0.1227 0.0641
C -1.4502 -0.2503 0.0856
C -0.5328 0.0974 -1.0684
C -0.8788 1.1650 -0.0517
C 2.9758 -0.3423 0.1934
C -2.9474 -0.2953 0.2192
N 0.7797 -0.4710 -0.8572
N 0.9574 0.9786 0.8717
H -0.9644 -0.8718 0.7888
H -0.6584 0.1235 -2.1036
H -1.1139 2.1670 -0.0943
H 3.0989 -1.3850 0.6328
H 3.5664 0.4208 0.8317
H 3.3564 -0.3759 -0.8099
H -3.4943 0.0495 -0.5832
H -3.1901 0.0945 1.1616
H -3.2563 -1.3259 0.3644
H 1.1852 -1.1076 -1.5046
H 0.9963 1.2060 1.8594


# 2
19
Properties=species:S:1:pos:R:3 method="wB97M-V/def2-TZVPD" orbital_gap_ha=0.393 charge=+1 largest_force_ev_per_a=5.10 e_homo_ev=-14.04 smiles="C=C(C)C1=[NH+]CCN1" spin_multiplicity=1
C -2.2237 -0.6325 1.2382
C -1.5481 -0.1495 0.1643
C -1.9921 0.5614 -1.0547
C 0.0532 -0.0538 -0.0187
N 0.8015 -0.7878 -0.8487
C 2.1445 -0.3879 -0.6450
C 2.1318 0.4321 0.6395
N 0.7156 0.6715 0.8597
H -3.2909 -0.6160 1.1489
H -1.7460 -1.0730 2.1507
H -1.4478 0.1949 -1.9271
H -1.7939 1.5606 -0.8791
H -3.1231 0.3779 -1.1756
H 0.5314 -1.6299 -1.2635
H 2.4227 0.1862 -1.5018
H 2.7922 -1.3610 -0.4957
H 2.5506 -0.0355 1.5366
H 2.6919 1.3803 0.5389
H 0.3301 1.3620 1.5329


# 3
20
Properties=species:S:1:pos:R:3 method="wB97M-V/def2-TZVPD" orbital_gap_ha=0.416 charge=+1 largest_force_ev_per_a=6.75 e_homo_ev=-14.29 spin_multiplicity=1
C -0.4387 2.5999 -1.1655
C -0.1173 1.3290 -1.1206
C -2.3114 -1.4097 -1.6453
C 0.9324 -1.5562 0.5514
C 0.2323 0.6211 1.7289
C 0.0342 0.0974 -0.8620
N -1.9786 -1.2403 -2.7292
N 0.0392 -0.3959 0.5630
O -2.2730 -1.4491 -0.4604
H 0.4061 3.3382 -1.1484
H 1.9695 -1.2033 0.3351
H 0.9825 -1.9977 1.6000
H 0.5732 -2.2679 -0.1780
H -0.5332 1.3210 1.5388
H 0.2559 0.2601 2.8048
H 1.2654 1.0944 1.5409
H 0.6054 -0.6323 -1.4021
H -1.4945 2.9175 -1.1558
H -2.2796 -1.2595 -3.7228
H -0.8898 -0.7909 0.7477